No. 1
Here is an isolated molecule of C18H24N2OS2 from the Open Molecules 2025 dataset. Energies are from the ωB97M-V functional and the def2-TZVPD basis.

Output
* energy: -1681.40806 a.u.
* multiplicity: 1
* Kohn-Sham gap: 8.318 eV
* energy relative to the best compared isomer or geometry (same formula, charge and spin): 106.98 kJ/mol

Structure (XYZ):
```
47
Properties=species:S:1:pos:R:3:forces:R:3
C -6.250 -1.285 0.922 0.0 0.0 0.0
H -7.272 -1.109 0.594 0.0 -0.1 0.1
O -5.419 -0.567 0.047 0.0 0.1 -0.2
C -4.051 -0.711 0.345 0.1 0.0 0.0
C -3.255 -0.038 -0.781 -0.6 -0.3 0.1
N -1.929 0.362 -0.363 0.3 0.0 0.0
C -0.977 -0.601 -0.206 -0.1 -0.2 0.1
N 0.156 -0.224 0.445 -0.4 0.5 0.4
C 1.465 -0.700 0.359 0.3 -0.3 -0.1
C 2.396 -0.116 1.218 0.0 -0.1 0.0
C 3.728 -0.489 1.181 -0.1 0.0 -0.1
C 4.129 -1.459 0.270 0.0 0.0 0.0
C 3.219 -2.044 -0.596 0.1 0.1 0.2
C 1.886 -1.658 -0.551 0.0 0.0 -0.1
H 1.180 -2.108 -1.228 0.0 0.0 0.0
C 3.653 -3.073 -1.595 0.0 0.0 0.0
H 2.956 -3.908 -1.608 0.0 -0.1 0.0
H 4.648 -3.446 -1.364 0.1 -0.1 0.0
H 3.671 -2.639 -2.595 0.0 0.0 -0.1
H 5.167 -1.757 0.238 0.1 0.0 0.0
C 4.719 0.129 2.121 0.0 -0.1 0.0
H 4.847 -0.507 2.997 0.1 0.0 0.1
H 5.690 0.237 1.642 0.1 0.0 0.0
H 4.381 1.106 2.459 0.0 0.1 0.0
H 2.073 0.643 1.919 0.0 0.1 0.1
H 0.088 0.618 1.000 0.0 -0.1 -0.2
S -1.248 -2.151 -0.717 0.0 -0.6 -0.2
C -1.662 1.796 -0.234 -0.1 0.2 0.2
C -0.302 2.147 -0.770 0.2 0.5 -0.1
C 0.213 1.792 -1.979 -0.2 0.1 0.3
C 1.531 2.259 -2.179 0.2 0.1 0.0
C 2.000 2.969 -1.125 -0.1 0.1 0.3
S 0.843 3.085 0.139 -0.2 -0.2 -0.5
H 2.954 3.439 -1.002 0.2 0.1 0.0
H 2.100 2.070 -3.071 0.1 0.0 -0.1
H -0.327 1.202 -2.698 -0.1 -0.2 -0.1
C -1.910 2.309 1.188 -0.1 0.0 -0.3
H -2.934 2.088 1.480 -0.1 0.0 0.1
H -1.242 1.852 1.914 0.0 -0.1 0.1
H -1.765 3.386 1.220 0.0 0.1 0.1
H -2.395 2.289 -0.887 0.2 -0.1 0.1
H -3.817 0.840 -1.100 0.1 0.1 0.1
H -3.178 -0.730 -1.625 0.0 0.2 0.1
H -3.779 -1.772 0.423 0.0 0.2 0.0
H -3.819 -0.231 1.310 0.0 0.0 -0.1
H -6.133 -0.938 1.957 0.0 0.0 0.0
H -6.032 -2.359 0.885 0.0 0.0 0.0
```
Positions in Å, forces in eV/Å.


No. 2
Here is a cluster of 2 separate species, C18H24N3 in total at a distorted geometry from the Open Molecules 2025 dataset. Energies are from the ωB97M-V functional and the def2-TZVPD basis.

Output
* energy: -864.29741 a.u.
* multiplicity: 1
* Kohn-Sham gap: 5.847 eV
* net charge: +1
* energy relative to the best compared isomer or geometry (same formula, charge and spin): 0.00 kJ/mol

Structure (XYZ):
```
45
Properties=species:S:1:pos:R:3:forces:R:3
C 3.534 -4.195 0.507 -0.3 -0.6 -0.2
N 3.570 -2.738 0.439 -0.9 0.7 -0.8
C 4.548 -2.043 1.265 0.2 0.3 0.3
C 2.738 -2.092 -0.366 0.5 -0.6 0.3
C 2.645 -0.692 -0.463 -0.1 0.6 -0.2
C 1.937 -0.074 -1.474 0.4 -0.8 0.5
C 1.826 1.350 -1.618 0.0 1.4 -0.1
C 1.576 1.943 -2.882 0.0 -0.5 0.5
C 1.541 3.323 -3.032 0.0 0.2 0.2
C 1.728 4.158 -1.919 0.0 -0.5 0.0
C 1.947 3.591 -0.656 0.0 -0.1 -0.1
C 2.002 2.211 -0.506 0.1 -0.3 -0.4
H 4.397 -4.535 1.081 -0.2 -0.1 -0.2
H 2.611 -4.550 0.987 0.3 0.2 0.0
H 3.558 -4.617 -0.506 0.1 0.1 0.3
H 5.204 -2.808 1.688 0.0 0.4 0.0
H 5.133 -1.334 0.665 -0.1 -0.3 0.1
H 4.067 -1.482 2.080 0.1 -0.2 -0.2
H 2.103 -2.732 -0.991 0.2 0.3 0.2
H 3.181 -0.083 0.271 -0.2 -0.2 -0.3
H 1.494 -0.704 -2.247 0.0 0.2 0.2
H 1.440 1.281 -3.738 0.0 0.2 0.1
H 1.369 3.759 -4.016 0.0 -0.1 0.3
H 1.701 5.240 -2.034 0.0 -0.3 0.0
H 2.082 4.231 0.216 -0.1 -0.2 -0.3
H 2.175 1.762 0.473 -0.1 0.3 -0.2
C -5.671 1.079 0.657 -0.1 -0.2 -0.1
N -4.636 0.354 1.359 0.3 -0.1 -0.1
C -4.958 -0.023 2.718 0.1 0.2 0.1
C -3.444 0.026 0.768 0.0 0.0 0.0
C -2.261 -0.146 1.535 0.5 -0.2 -0.6
C -1.067 -0.441 0.865 -1.1 0.1 0.0
N -0.985 -0.594 -0.462 0.4 -0.2 -0.1
C -2.104 -0.473 -1.187 -0.6 0.4 0.7
C -3.349 -0.145 -0.638 0.8 -0.1 0.0
H -5.264 1.557 -0.237 -0.1 0.0 0.2
H -6.498 0.418 0.368 0.0 0.1 -0.1
H -6.081 1.849 1.321 0.1 0.0 -0.1
H -4.281 -0.806 3.069 -0.2 0.1 0.0
H -4.899 0.837 3.398 0.0 -0.1 0.0
H -5.988 -0.396 2.748 0.2 0.0 0.0
H -2.252 -0.002 2.615 -0.1 0.0 -0.3
H -0.137 -0.559 1.427 -0.2 0.1 -0.1
H -2.010 -0.643 -2.262 0.0 0.1 0.3
H -4.220 -0.061 -1.288 0.2 0.0 0.3
```
Positions in Å, forces in eV/Å.


No. 3
Here is an isolated molecule of C18H24N4O3S at a distorted geometry from the Open Molecules 2025 dataset. Energies are from the ωB97M-V functional and the def2-TZVPD basis.

Output
* energy: -1543.13281 a.u.
* multiplicity: 1
* Kohn-Sham gap: 9.479 eV
* energy relative to the best compared isomer or geometry (same formula, charge and spin): 452.30 kJ/mol

Structure (XYZ):
```
50
Properties=species:S:1:pos:R:3:forces:R:3
O 3.330 -5.725 -0.601 -1.4 0.8 -0.2
O -1.170 -0.044 -0.074 2.7 -0.8 0.9
N 1.289 3.159 0.011 -4.0 0.9 0.5
N 0.680 4.432 -0.008 3.4 0.1 -0.2
O 0.209 -6.658 -1.591 -0.1 3.9 -0.6
S -1.275 2.950 -0.116 -1.2 -2.1 0.0
C 2.121 -5.433 -0.560 2.8 -1.5 0.6
C 0.085 -0.171 0.122 -5.9 -1.2 -1.4
C 0.277 2.263 0.036 3.6 1.0 -0.6
C -0.578 4.494 -0.114 -0.8 -0.1 0.3
C -0.584 -7.696 -1.480 1.7 -3.7 1.4
C 0.029 -8.562 -0.559 0.0 3.5 -0.8
C 1.117 -7.797 0.040 -0.2 -0.7 -0.6
C 1.213 -6.600 -0.640 -2.2 -2.3 -0.2
N 0.779 0.957 0.045 2.1 -1.0 0.8
N 1.681 -4.180 -0.302 -1.3 -1.3 0.9
C -1.755 5.437 2.449 1.2 1.9 0.7
C -2.264 5.917 -1.491 0.3 -1.4 0.2
C -0.388 7.015 -0.200 -0.6 -2.1 0.0
C 0.414 -3.994 0.416 -1.0 -0.6 -0.8
C 2.618 -3.148 -0.076 0.9 1.7 -0.4
C -0.274 -2.759 -0.139 0.4 1.0 1.9
C 1.956 -1.820 -0.484 1.6 0.8 0.8
C -2.314 5.997 1.116 -0.7 -1.0 1.2
C 0.674 -1.611 0.299 -0.5 1.0 -0.6
C -1.395 5.751 -0.160 -0.4 4.1 -0.5
H -1.399 -7.954 -2.175 0.7 0.9 0.2
H -0.161 -9.577 -0.483 -0.6 -1.6 0.7
H 1.712 -8.220 0.846 0.1 0.6 -0.3
H 1.790 0.781 0.193 -0.8 1.3 -0.2
H -0.655 5.730 2.537 -1.3 -0.4 0.1
H -1.802 4.366 2.403 -0.1 -0.5 0.5
H -2.292 5.896 3.383 0.8 -1.1 -1.8
H -3.284 5.693 -1.184 -0.2 -0.4 -0.4
H -1.915 5.143 -2.268 -0.6 1.4 0.9
H -2.331 6.956 -1.896 0.6 -0.9 0.3
H -0.926 7.958 -0.257 -0.1 -0.2 0.3
H 0.244 6.908 -1.078 0.2 0.1 0.0
H 0.207 6.881 0.688 0.5 0.7 0.2
H -0.259 -4.833 0.272 0.3 -0.3 -0.4
H 0.514 -3.966 1.518 0.5 0.3 -0.4
H 2.936 -2.981 0.953 -0.4 -0.6 0.6
H 3.577 -3.349 -0.559 -0.4 0.0 -0.5
H -0.424 -2.815 -1.197 0.0 0.0 -0.6
H -1.227 -2.634 0.349 -0.4 0.1 0.1
H 1.691 -1.817 -1.535 0.3 0.1 -0.3
H 2.714 -1.013 -0.253 -0.7 -0.7 -0.5
H -2.717 6.990 1.405 1.1 0.2 -1.3
H -3.273 5.481 1.028 0.0 -0.4 -0.6
H 0.805 -1.797 1.371 0.3 0.5 0.0
```
Positions in Å, forces in eV/Å.


No. 4
Here is a structure of composition C18H24N4O3W at a distorted geometry from the Open Molecules 2025 dataset. Energies are from the ωB97M-V functional and the def2-TZVPD basis.

Output
* energy: -1210.13962 a.u.
* multiplicity: 3
* Kohn-Sham gap (spin up / spin down): 2.890 / 3.001 eV
* net charge: +4
* energy relative to the best compared isomer or geometry (same formula, charge and spin): 926.73 kJ/mol
* ⟨S²⟩: 2.0350

Structure (XYZ):
```
50
Properties=species:S:1:pos:R:3:forces:R:3
N -1.555 2.856 -1.463 0.9 0.7 1.3
C -1.246 3.581 -0.606 -0.5 -0.9 -1.4
C -0.879 4.525 0.442 0.0 0.3 0.3
H -1.729 4.665 1.125 0.2 0.0 -0.2
H -0.618 5.504 0.011 -0.1 -0.3 0.1
H -0.017 4.152 1.011 -0.2 0.1 -0.2
N 3.101 -5.351 -1.732 1.0 1.6 0.2
C 3.944 -4.570 -1.532 -1.2 -1.3 -0.3
C 5.042 -3.651 -1.266 0.3 0.1 0.3
H 4.877 -2.695 -1.788 0.1 -0.1 0.0
H 5.995 -4.077 -1.619 -0.3 0.2 0.1
H 5.122 -3.447 -0.188 0.0 -0.2 -0.3
N -2.903 -1.053 -1.679 -0.4 -0.2 1.5
C -3.581 -1.220 -0.749 0.9 0.2 -1.6
C -4.458 -1.456 0.389 -0.3 -0.1 0.3
H -3.971 -2.134 1.106 -0.2 0.1 -0.3
H -5.401 -1.916 0.056 0.3 0.2 0.1
H -4.688 -0.507 0.892 0.0 -0.3 -0.3
W 2.028 -0.511 -2.390 2.4 1.3 6.7
C 1.276 -1.042 -0.463 -3.7 -3.2 6.6
O 0.834 -1.319 0.578 2.3 1.5 -5.4
C 2.565 0.862 -0.870 2.4 6.2 6.1
O 2.773 1.602 0.013 -1.2 -4.1 -5.1
C 2.337 0.366 -4.252 0.2 2.1 -2.0
C 1.019 0.599 -3.816 -1.1 1.3 -2.6
C 0.216 -0.477 -3.399 -2.0 0.9 -0.4
C 0.731 -1.785 -3.411 -0.8 -2.8 -0.5
C 2.064 -2.019 -3.802 -0.3 -2.5 -2.5
C 2.871 -0.938 -4.225 1.4 -1.1 -1.6
H 2.949 1.196 -4.593 0.1 0.1 0.0
H 0.613 1.605 -3.799 -0.1 0.3 0.1
H -0.805 -0.307 -3.062 -0.4 0.1 0.4
H 0.109 -2.615 -3.090 -0.1 -0.1 0.0
H 2.474 -3.026 -3.778 0.0 -0.3 0.0
H 3.892 -1.125 -4.545 0.2 0.1 0.1
C -1.987 1.495 5.098 0.2 -0.5 0.6
N -1.994 0.725 3.868 -2.2 0.1 0.8
C -3.121 -0.139 3.630 -0.3 -0.8 0.7
C -1.163 0.966 2.808 2.0 0.3 -2.5
C 0.000 1.895 3.056 0.0 -0.1 0.0
O -1.380 0.426 1.716 0.1 0.6 1.8
H -2.670 1.011 5.802 0.2 0.2 -0.1
H -2.323 2.534 4.942 0.1 -0.1 -0.3
H -0.980 1.527 5.533 -0.1 0.1 -0.2
H -2.793 -1.065 3.146 0.0 0.2 0.0
H -3.582 -0.362 4.594 0.0 0.0 -0.3
H -3.866 0.338 2.977 0.2 0.2 0.0
H 0.542 1.617 3.969 -0.1 0.2 -0.2
H 0.682 1.827 2.205 -0.2 0.1 0.2
H -0.349 2.934 3.148 0.1 -0.2 0.1
```
Positions in Å, forces in eV/Å.